Record 1
Computed, not measured: C44H36BaN5SSb as an isolated structure, with ωB97M-V with the def2-TZVPD basis set.

```
88
Properties=species:S:1:pos:R:3
Ba -1.26778 -0.54912 -1.00895
C -1.83880 2.07682 -0.69389
C -2.24942 3.22868 -0.60958
C -2.64219 4.60538 -0.50978
C -1.91659 5.59604 -1.18150
C -2.28036 6.92944 -1.08332
C -3.37314 7.30136 -0.31186
C -4.09928 6.32806 0.35955
C -3.74022 4.99371 0.26297
H -1.06460 5.29984 -1.78105
H -1.70780 7.68289 -1.61080
H -3.65220 8.34359 -0.22807
H -4.94522 6.61170 0.97222
H -4.30130 4.23470 0.79209
C 3.23124 0.55922 0.68832
C 1.91361 0.37020 0.30150
N 1.57385 -0.13138 -0.88522
C 2.55308 -0.47076 -1.72639
C 3.90018 -0.28638 -1.45213
C 4.23440 0.23076 -0.20116
C 4.93293 -0.63695 -2.44961
C 5.92666 0.16081 -2.83103
C 6.10985 1.56763 -2.41198
C 5.05806 2.47844 -2.37782
C 5.36035 3.77076 -1.99425
N 6.59198 4.15054 -1.66162
C 7.52434 3.20814 -1.74139
N 7.35426 1.94265 -2.10747
H 3.45238 0.97001 1.66327
H 1.10725 0.67170 0.95800
H 2.24844 -0.88954 -2.68034
H 5.27629 0.36634 0.06232
H 4.87809 -1.63444 -2.87297
H 6.68991 -0.21886 -3.50005
H 4.05276 2.19092 -2.65159
H 4.59044 4.53470 -1.95783
H 8.53541 3.50286 -1.48408
N -1.82043 6.69672 2.54802
C -0.95182 6.14983 2.03221
C 0.14367 5.48382 1.38324
C 1.15124 6.21267 0.76095
C 2.20243 5.52203 0.18760
C 2.20892 4.13696 0.27499
N 1.24736 3.43235 0.86265
C 0.22751 4.09277 1.39594
H 1.10220 7.29281 0.73285
H 3.00875 6.04648 -0.30661
H 3.03097 3.56347 -0.14468
H -0.56533 3.50384 1.83916
C -0.18045 -3.30560 -2.00151
H 0.23252 -3.43488 -0.99799
H 0.21717 -2.37557 -2.42802
H 0.21495 -4.10899 -2.62233
S -2.38236 -2.96608 0.49246
Sb -2.43826 -3.73216 -1.70987
C -4.57423 -4.22329 -1.76718
C -5.43309 -4.05609 -0.68756
C -6.78612 -4.36074 -0.80676
C -7.29157 -4.83155 -2.00890
C -6.44154 -5.00307 -3.09454
C -5.09318 -4.70207 -2.96830
C -2.85575 -2.04320 -3.02598
C -3.91155 -1.20993 -2.64640
C -4.02706 0.07382 -3.16834
C -3.11277 0.52233 -4.11400
C -2.10126 -0.32245 -4.55309
C -1.96505 -1.59243 -3.99845
C -2.02368 -5.74180 -2.33614
C -2.56817 -6.77040 -1.57485
C -2.37620 -8.09297 -1.94769
C -1.67032 -8.39293 -3.10480
C -1.14775 -7.36996 -3.88213
C -1.31370 -6.04725 -3.49061
H -5.04047 -3.68396 0.25147
H -7.44481 -4.22812 0.04291
H -8.34434 -5.06696 -2.10189
H -6.82986 -5.37315 -4.03557
H -4.43965 -4.85157 -3.82430
H -4.61754 -1.55312 -1.89650
H -4.81211 0.73246 -2.82135
H -3.18747 1.52935 -4.50156
H -1.40508 0.01502 -5.31100
H -1.13781 -2.22175 -4.30588
H -3.15379 -6.54140 -0.69104
H -2.78739 -8.88914 -1.34033
H -1.53239 -9.42422 -3.40325
H -0.60886 -7.59989 -4.79265
H -0.89074 -5.25895 -4.10329
```

As for the max |F|: 0.62 eV/Å. The relative energy (zero: lowest compared OMol25 entry of this formula, charge and spin) is 0.0000 eV. For the HOMO-LUMO gap, the calculation gives 7.16 eV.

Record 2
Computed, not measured: C44H36ClMoN3PSSe as an isolated structure, with ωB97M-V with the def2-TZVPD basis set.

```
88
Properties=species:S:1:pos:R:3
Mo 0.49297 0.68510 -0.55300
C -2.21594 -3.33159 2.78499
C -0.85573 -3.70687 2.26474
C -0.36403 -4.97947 2.54571
C 0.90150 -5.37786 2.14774
C 1.72124 -4.49894 1.45519
C 1.24982 -3.23275 1.16100
C -0.02828 -2.83093 1.54826
P -0.56102 -1.17540 1.04897
C -0.98774 -0.21166 2.54169
C -2.05759 0.68780 2.51628
C -2.33912 1.50800 3.59500
C -1.54211 1.44129 4.72561
C -0.46405 0.57410 4.74963
C -0.15147 -0.25221 3.67218
C 1.07352 -1.12244 3.78046
C -2.04382 -1.37836 -0.03152
C -3.56304 -1.23766 0.27563
C -4.30903 -2.43161 -0.30848
C -3.87666 -2.85018 -2.42383
C -2.74530 -2.38431 -3.25142
C -1.70542 -2.12410 -2.47180
C -0.70218 -1.07119 -2.78371
H -2.86287 -4.20732 2.81839
H -2.70650 -2.57337 2.18148
H -2.13898 -2.93194 3.79953
H -0.99485 -5.67148 3.09048
H 1.24886 -6.37514 2.38336
H 2.71597 -4.79549 1.15109
H 1.89233 -2.52628 0.65149
H -2.68770 0.76720 1.64504
H -3.17593 2.19224 3.54888
H -1.74820 2.07160 5.58034
H 0.17367 0.54177 5.62439
H 1.69872 -0.77304 4.60014
H 1.67735 -1.08928 2.87311
H 0.81664 -2.16624 3.97123
H -3.87538 -0.81783 1.22415
H -5.09856 -2.94075 0.23455
H -4.62206 -3.51657 -2.85114
H -2.83693 -2.05482 -4.27855
H -0.90489 -0.64056 -3.76734
H 0.33275 -1.40770 -2.77171
S 2.39201 3.81520 -3.28719
C 1.10700 4.64693 -2.46358
C 0.75843 5.99160 -2.53176
C -0.28576 6.42704 -1.73998
C -0.97061 5.54390 -0.89660
C -0.62587 4.20968 -0.83064
C 0.42580 3.76276 -1.62644
N 0.93234 2.47141 -1.67345
C 1.95958 2.36567 -2.48717
C 2.62497 1.07877 -2.58501
C 3.71604 0.84035 -3.41310
C 4.31461 -0.40760 -3.40457
C 3.81471 -1.40508 -2.57511
C 2.72118 -1.16176 -1.75300
C 2.10472 0.08737 -1.73092
H 1.29164 6.67565 -3.17786
H -0.57673 7.46807 -1.76898
H -1.77888 5.91750 -0.28278
H -1.13913 3.53138 -0.16002
H 4.10300 1.62356 -4.05497
H 5.16485 -0.60576 -4.04260
H 4.27895 -2.38304 -2.57259
H 2.34601 -1.96937 -1.13747
Cl -3.20009 -5.02493 -0.69985
C -3.28753 -3.29762 -1.07158
C -4.54389 -1.67265 -1.64339
C -3.71081 -0.44114 -1.07158
C -2.12781 -0.15812 -0.94012
N -0.88678 -0.05823 -1.72877
C -1.90905 -2.59154 -1.02631
H -5.53292 -1.35762 -1.96415
H -4.28713 0.47891 -1.12471
H -2.16778 0.76594 -0.34638
H -1.12647 -3.28230 -0.71196
Se 1.58378 1.73944 1.45886
C 3.01511 2.71441 0.62701
C 2.94414 4.09905 0.53056
C 3.99649 4.77618 -0.06883
N 5.07927 4.17811 -0.56059
C 5.14466 2.85491 -0.43923
C 4.15065 2.08064 0.14424
H 2.09248 4.64514 0.91505
H 3.96252 5.85710 -0.15802
H 6.03864 2.38018 -0.82937
H 4.26365 1.00614 0.20667
```

The spin multiplicity is 3. Its charge is +1. As for the max |F|: 0.58 eV/Å. The relative energy (zero: lowest compared OMol25 entry of this formula, charge and spin) is 2.8863 eV. For the HOMO-LUMO gap (alpha / beta), the calculation gives 6.58 / 7.32 eV.

Record 3
Computed, not measured: C44H36I2IrN13O2 as an isolated structure in a non-equilibrium geometry, with ωB97M-V with the def2-TZVPD basis set.

```
98
Properties=species:S:1:pos:R:3
Ir 0.38995 0.02087 1.22392
I -3.94018 6.36500 0.91718
C -2.97120 4.60291 0.66525
C -3.07090 3.90885 -0.55350
C -2.40480 2.72719 -0.72731
I -2.48821 1.71682 -2.51942
C -1.61907 2.16759 0.35097
O -1.02890 1.06133 0.13636
C -1.50095 2.90690 1.58682
C -0.77547 2.35560 2.79001
N 0.48515 1.60484 2.54623
C 1.01247 1.10027 3.84369
C 2.10923 0.12039 3.55638
C 3.12409 -0.17073 4.44879
C 4.07497 -1.11721 4.10530
C 3.99938 -1.72974 2.86070
C 2.96401 -1.39292 2.01789
N 2.02353 -0.49359 2.36028
C -2.17554 4.08582 1.72068
H -3.66678 4.32178 -1.35625
H -1.43755 1.67687 3.33249
H -0.53892 3.16927 3.47976
H 1.19012 2.23069 2.16053
H 0.19142 0.59147 4.35614
H 1.34381 1.92337 4.47802
H 3.16605 0.34450 5.39905
H 4.86966 -1.36914 4.79480
H 4.73190 -2.45967 2.54673
H 2.86173 -1.83811 1.03812
H -2.11434 4.64417 2.64745
C 4.01972 1.96393 -2.65916
N 2.98777 1.80578 -1.61169
C 2.53068 0.72747 -0.99387
N 1.64381 1.09540 -0.06234
C 1.58922 2.45630 -0.21279
N 2.39041 2.90874 -1.13038
C 3.42093 2.06775 -4.03527
C 3.65337 3.16781 -4.84806
C 3.15416 3.18473 -6.14665
C 2.44178 2.10566 -6.64287
C 2.21088 1.00339 -5.82370
C 2.69090 0.99665 -4.52177
C 1.57153 -0.21133 -6.32457
N 1.37220 -0.61018 -7.52689
N 0.90285 -1.92074 -7.43209
C 0.85864 -2.19713 -6.18006
O 1.25111 -1.15564 -5.40001
C 0.54306 -3.44662 -5.49321
C 0.60222 -4.65412 -6.17340
C 0.39640 -5.83686 -5.47646
C 0.12394 -5.81058 -4.11907
C 0.02774 -4.59350 -3.44720
C -0.39408 -4.62876 -1.99951
N -0.45493 -3.31824 -1.32967
C 0.47870 -2.59260 -0.72977
N -0.09877 -1.56043 -0.10462
C -1.42609 -1.71021 -0.41158
N -1.66687 -2.76127 -1.13578
C 0.24090 -3.41438 -4.13239
H 4.69460 1.11189 -2.57727
H 4.56319 2.86477 -2.38514
H 2.86826 -0.27419 -1.20023
H 0.94453 3.12560 0.33319
H 4.22848 4.00826 -4.47963
H 3.33756 4.04247 -6.77884
H 2.08098 2.09704 -7.66267
H 2.52750 0.11910 -3.90726
H 0.83034 -4.66004 -7.23062
H 0.45685 -6.78400 -5.99431
H -0.03830 -6.74056 -3.58672
H 0.23562 -5.28796 -1.40214
H -1.41857 -4.99112 -1.92826
H 1.52338 -2.85641 -0.71168
H -2.20620 -1.05085 -0.08004
H 0.16068 -2.45623 -3.63359
C -1.23256 -2.91892 3.91406
C -0.41549 -2.14733 3.11760
N -0.85985 -1.02773 2.51316
C -2.14364 -0.68162 2.68454
C -3.03001 -1.39444 3.47379
C -2.55528 -2.54483 4.09382
C -4.44949 -0.99892 3.58248
C -4.95239 0.16231 3.99532
C -4.24562 1.34635 4.51822
C -4.98367 2.45592 4.90899
C -4.29227 3.52920 5.44816
N -2.96868 3.51231 5.59548
C -2.35978 2.40668 5.19490
N -2.90822 1.32736 4.64727
H -0.83501 -3.81070 4.37762
H 0.61204 -2.42691 2.94208
H -2.48470 0.19979 2.15692
H -3.21519 -3.14061 4.71178
H -5.15269 -1.77961 3.31039
H -6.03303 0.24358 4.01669
H -6.05958 2.47898 4.80535
H -4.80902 4.42214 5.77955
H -1.28165 2.38279 5.33487
```

The spin multiplicity is 2. Its charge is +3. As for the max |F|: 1.14 eV/Å. The relative energy (zero: lowest compared OMol25 entry of this formula, charge and spin) is 0.9477 eV. For the HOMO-LUMO gap (alpha / beta), the calculation gives 6.48 / 3.76 eV.

Record 4
Computed, not measured: C44H37BrHgN4O3 as an isolated structure in a non-equilibrium geometry, with ωB97M-V with the def2-TZVPD basis set.

```
90
Properties=species:S:1:pos:R:3
Hg 0.64642 0.62195 0.00468
O 0.33789 0.66504 -1.99923
C -0.24060 -0.24381 -2.85193
C -0.17292 -1.73301 -2.34991
C -1.01569 -2.04834 -1.14997
C -2.10489 -2.90593 -1.25599
C -2.75990 -3.30057 -0.10200
C -2.33575 -2.79391 1.11376
C -1.31003 -1.85160 1.13882
C -0.99744 -1.15676 2.44017
C 0.47746 -0.76304 2.76656
O 1.03692 0.19572 1.94216
C 0.52661 -0.14237 4.17805
C 1.78805 0.18766 4.67285
C 1.93844 0.80075 5.90338
C 0.82044 1.10642 6.67023
C -0.43801 0.79986 6.18390
C -0.58509 0.18716 4.94369
C 1.28371 -2.07678 2.78006
C 1.28556 -2.91915 3.88950
C 2.04130 -4.08224 3.89432
C 2.79831 -4.43369 2.78604
C 2.78541 -3.61155 1.66858
C 2.03850 -2.44250 1.67359
N -0.65995 -1.51685 0.02334
C -1.72477 0.07429 -3.11853
C -2.46892 0.74079 -2.15308
C -3.77672 1.12827 -2.39958
C -4.36621 0.84015 -3.62220
C -3.64733 0.13693 -4.57930
C -2.33767 -0.24623 -4.32794
C 0.54793 -0.12223 -4.17109
C 0.52657 1.12301 -4.80027
C 1.27000 1.36082 -5.94140
C 2.06115 0.35467 -6.48435
C 2.09323 -0.88393 -5.86884
C 1.34609 -1.11908 -4.71894
H 0.87421 -1.92287 -2.09679
H -0.48153 -2.38260 -3.16944
H -2.40961 -3.27068 -2.22790
H -3.58847 -3.99586 -0.15022
H -2.81197 -3.09662 2.03664
H -1.35872 -1.79433 3.24837
H -1.58140 -0.23159 2.44913
H 2.65415 -0.03610 4.06200
H 2.92915 1.04385 6.26903
H 0.93264 1.58069 7.63768
H -1.31882 1.03879 6.76746
H -1.58814 -0.01713 4.59593
H 0.70625 -2.65597 4.76660
H 2.04885 -4.71006 4.77771
H 3.38741 -5.34271 2.79635
H 3.36874 -3.86765 0.79129
H 2.03542 -1.78711 0.81592
H -2.00542 0.97955 -1.20644
H -4.32608 1.66778 -1.63728
H -5.37856 1.16342 -3.83207
H -4.10230 -0.09809 -5.53481
H -1.77979 -0.78206 -5.08761
H -0.07744 1.90822 -4.36259
H 1.23876 2.33598 -6.41241
H 2.65049 0.53885 -7.37421
H 2.70587 -1.67835 -6.27942
H 1.40597 -2.09879 -4.26354
Br 3.05016 2.98913 0.58570
C 3.92900 1.39311 0.05308
C 5.29270 1.28212 0.24617
C 5.91445 0.10668 -0.14790
C 5.13259 -0.86816 -0.75642
C 3.78463 -0.63630 -0.92081
N 3.15942 0.46866 -0.50066
H 5.84661 2.09251 0.69639
H 6.97391 -0.03614 0.01202
H 5.56839 -1.79660 -1.09947
H 3.15118 -1.36616 -1.41245
N -5.29597 3.80437 1.47344
C -4.21247 2.92818 1.59191
O -4.34714 1.88942 2.26080
C -3.01833 3.28156 0.86472
C -2.85707 4.42981 0.01227
C -1.64908 4.60208 -0.63166
C -0.62031 3.68135 -0.46485
N -0.76507 2.57709 0.33908
C -1.91146 2.42117 0.96441
H -6.02802 3.61244 2.13751
H -5.10162 4.78147 1.32929
H -3.65859 5.14204 -0.13904
H -1.49614 5.44998 -1.28981
H 0.32975 3.79762 -0.96989
H -2.00928 1.55408 1.60769
```

The spin multiplicity is 2. Its charge is -1. As for the max |F|: 1.23 eV/Å. The relative energy (zero: lowest compared OMol25 entry of this formula, charge and spin) is 0.0188 eV. For the HOMO-LUMO gap (alpha / beta), the calculation gives 3.69 / 7.53 eV.

Record 5
Computed, not measured: C44H37Cl2GeN5O4Os as an isolated structure in a non-equilibrium geometry, with ωB97M-V with the def2-TZVPD basis set.

```
94
Properties=species:S:1:pos:R:3
Os 0.23228 -0.74568 1.83666
C -2.04920 -2.19858 -0.04755
N -1.00586 -2.66669 0.85728
C -0.08430 -3.63650 0.28262
C 1.20851 -3.48273 0.99458
N 1.44843 -2.50287 1.85013
C 2.78609 -2.68257 2.29661
C 3.54668 -1.96094 3.20844
C 4.83945 -2.38446 3.42031
C 5.36563 -3.50577 2.75030
C 4.60396 -4.24069 1.86680
C 3.29989 -3.79823 1.66900
N 2.26554 -4.27500 0.84637
C -2.47612 -0.85237 0.39390
N -1.80251 -0.07687 1.22468
C -2.57862 1.11280 1.35479
C -2.40780 2.27223 2.10801
C -3.38576 3.24201 2.03193
C -4.51853 3.08457 1.21717
C -4.69945 1.94350 0.46496
C -3.71066 0.97321 0.56625
N -3.60548 -0.28675 -0.02191
H -2.90483 -2.87153 -0.09754
H -1.63921 -2.11430 -1.05547
H -1.38773 -3.00947 1.73608
H 0.05058 -3.42522 -0.77807
H -0.44548 -4.66276 0.37403
H 3.14451 -1.09566 3.71993
H 5.46733 -1.84603 4.11801
H 6.39087 -3.79870 2.93577
H 4.99611 -5.12036 1.37094
H 2.29118 -5.11307 0.28568
H -1.53641 2.43061 2.71492
H -3.27645 4.15004 2.61101
H -5.26124 3.87081 1.17956
H -5.57414 1.80691 -0.15947
H -4.26873 -0.71262 -0.65050
Cl -2.54722 1.12782 8.39163
C -1.91286 0.42994 6.94957
C -2.17801 -0.90931 6.65515
C -1.68254 -1.48753 5.50374
Cl -2.00191 -3.15638 5.16153
C -0.93408 -0.74384 4.60441
O -0.45116 -1.36389 3.50388
C -0.67330 0.58636 4.90573
C 0.09156 1.41688 4.03422
O 0.43459 1.15531 2.86603
C -1.15026 1.17042 6.09295
H -2.77196 -1.50273 7.33861
H 0.38576 2.39689 4.42083
H -0.92099 2.20554 6.31897
O 2.51735 0.00380 1.26512
C 2.14314 -0.22785 0.11372
O 0.84865 -0.43472 -0.06302
C 3.06967 -0.36435 -1.04188
C 2.68714 0.45920 -2.30028
Ge 0.82358 0.85817 -2.71186
C 0.06448 2.27031 -1.63769
C 0.82195 2.85759 -0.61760
C 0.31866 3.93637 0.10820
C -0.92731 4.46242 -0.20476
C -1.67978 3.90130 -1.23040
C -1.19097 2.81123 -1.93919
C 0.98797 1.88338 -4.38450
C 1.74372 3.07029 -4.36165
C 2.07612 3.70907 -5.54791
C 1.60834 3.20904 -6.75945
C 0.81418 2.06540 -6.79091
C 0.48230 1.41596 -5.60890
C -0.22485 -0.67797 -3.22632
C 0.40892 -1.91649 -3.38291
C -0.28597 -3.02821 -3.85829
C -1.63657 -2.91911 -4.17388
C -2.28425 -1.69962 -4.00990
C -1.58264 -0.58642 -3.54248
H 3.05879 -1.42936 -1.30596
H 4.06632 -0.13273 -0.67549
H 3.06978 -0.03533 -3.19129
H 3.17077 1.43553 -2.26232
H 1.81945 2.49335 -0.38264
H 0.90912 4.37354 0.90625
H -1.30208 5.32589 0.33190
H -2.63997 4.32958 -1.49521
H -1.78368 2.40976 -2.75344
H 2.08084 3.48902 -3.41707
H 2.68375 4.60603 -5.53082
H 1.84171 3.72569 -7.68176
H 0.45710 1.68343 -7.74039
H -0.13362 0.52308 -5.64729
H 1.47178 -2.00967 -3.16756
H 0.22794 -3.97445 -4.00204
H -2.17336 -3.77256 -4.57193
H -3.33118 -1.60471 -4.27874
H -2.10344 0.35939 -3.45094
```

The spin multiplicity is 5. Its charge is +2. As for the max |F|: 1.79 eV/Å. The relative energy (zero: lowest compared OMol25 entry of this formula, charge and spin) is 0.7889 eV. For the HOMO-LUMO gap (alpha / beta), the calculation gives 6.15 / 4.92 eV.